Entry 1:
{
  "formula": "C15H20F2N2O",
  "method": "ωB97M-V with the def2-TZVPD basis set",
  "total_charge": 0,
  "smiles": "O=C(Nc1ccc(F)cc1F)NC1CCCCCCC1",
  "orbital_gap_ev": 8.794,
  "total_energy_ha": -967.60548,
  "homo_ev": -8.1,
  "relative_energy_ev": 12.569,
  "max_force_ha_per_bohr": 0.3637,
  "species": ["O", "C", "N", "C", "C", "C", "C", "F", "C", "C", "F", "N", "C", "C", "C", "C", "C", "C", "C", "C", "H", "H", "H", "H", "H", "H", "H", "H", "H", "H", "H", "H", "H", "H", "H", "H", "H", "H", "H", "H"],
  "positions_angstrom": [[1.574, -0.451, -2.321], [1.628, -0.262, -1.196], [3.103, -0.233, -0.770], [3.585, 0.043, 0.760], [4.630, -0.579, 1.173], [5.269, -0.242, 2.249], [4.650, 0.847, 3.136], [5.127, 1.152, 4.279], [3.491, 1.371, 2.683], [2.958, 1.187, 1.575], [1.934, 1.867, 1.117], [0.662, -0.285, -0.396], [-0.717, -0.062, -0.581], [-1.325, 1.001, -0.040], [-2.174, 1.789, -1.263], [-3.071, 0.852, -2.043], [-4.088, 0.116, -1.293], [-3.767, -1.064, -0.256], [-2.639, -1.797, -0.694], [-1.263, -1.615, -0.030], [3.905, -0.630, -1.292], [5.183, -1.305, 0.480], [6.089, -1.000, 2.813], [3.098, 2.057, 3.158], [0.891, -0.192, 0.735], [-0.690, -0.211, -1.599], [-0.553, 1.635, 0.343], [-1.973, 0.777, 0.683], [-2.752, 2.280, -0.648], [-1.461, 2.339, -2.157], [-3.691, 1.417, -2.740], [-2.408, -0.053, -2.680], [-4.962, -0.272, -1.860], [-4.801, 0.698, -0.771], [-3.439, -0.415, 0.723], [-4.529, -1.767, 0.087], [-2.593, -2.055, -1.639], [-2.981, -2.916, -0.174], [-1.348, -1.514, 0.812], [-0.554, -2.509, -0.364]],
  "lowdin_charge": [0.1191, -0.6423, 0.1270, -0.0801, -0.1923, -0.0074, -0.2443, 0.1379, -0.0135, -0.2378, 0.1189, 0.0797, -0.3458, -0.1172, -0.0944, -0.2484, -0.2359, -0.2107, -0.2603, -0.0164, 0.1117, 0.1567, 0.1770, 0.0756, 0.2308, 0.1046, 0.1187, 0.0645, 0.0330, 0.1927, 0.1081, 0.1871, 0.1165, 0.0871, 0.1487, 0.1052, 0.0533, 0.1704, -0.0489, 0.1712]
}

***

Entry 2:
{
  "formula": "C15H20F5N2O2PtS2",
  "method": "ωB97M-V with the def2-TZVPD basis set",
  "total_charge": 1,
  "orbital_gap_ev": 7.577,
  "total_energy_ha": -2258.33177,
  "homo_ev": -11.2,
  "relative_energy_ev": 0.000,
  "max_force_ha_per_bohr": 0.0090,
  "species": ["Pt", "F", "C", "C", "F", "C", "F", "C", "S", "C", "F", "C", "F", "O", "S", "C", "C", "C", "C", "H", "H", "H", "H", "H", "H", "H", "H", "C", "N", "C", "C", "O", "N", "C", "C", "H", "H", "H", "H", "H", "H", "H", "H", "H", "H", "H", "H"],
  "positions_angstrom": [[-0.667, -0.240, -0.332], [-7.106, -1.033, -1.609], [-5.793, -1.179, -1.673], [-4.968, -0.444, -0.835], [-5.473, 0.414, 0.040], [-3.605, -0.628, -0.937], [-2.807, 0.124, -0.083], [-3.000, -1.501, -1.820], [-1.258, -1.730, -1.931], [-3.857, -2.222, -2.646], [-3.345, -3.083, -3.521], [-5.231, -2.069, -2.578], [-6.018, -2.771, -3.377], [2.344, 0.058, 0.206], [1.418, -0.683, -0.638], [1.896, -0.524, -2.383], [2.519, -1.866, -2.781], [2.950, -2.588, -1.502], [1.764, -2.445, -0.558], [2.607, 0.304, -2.361], [1.023, -0.248, -2.969], [3.346, -1.713, -3.472], [1.764, -2.464, -3.294], [3.831, -2.117, -1.062], [3.180, -3.636, -1.679], [1.931, -2.688, 0.490], [0.881, -2.969, -0.928], [0.315, 3.287, 0.081], [0.973, 2.853, 1.318], [2.029, 3.713, 1.841], [0.533, 1.682, 1.821], [-0.435, 1.139, 1.185], [0.989, 1.053, 2.920], [0.405, -0.235, 3.287], [1.984, 1.452, 3.910], [0.747, 4.235, -0.222], [-0.756, 3.418, 0.229], [0.469, 2.565, -0.721], [2.128, 4.561, 1.171], [2.991, 3.202, 1.870], [1.782, 4.113, 2.822], [-0.279, -0.589, 2.527], [-0.133, -0.142, 4.232], [1.211, -0.959, 3.417], [2.461, 2.390, 3.696], [2.755, 0.681, 3.962], [1.504, 1.523, 4.887]],
  "lowdin_charge": [0.8194, 0.1568, -0.1278, -0.1408, 0.1507, -0.1869, -0.0542, -0.4888, 0.6789, -0.2341, 0.1082, -0.1300, 0.1566, -0.3931, 0.6805, -0.2695, -0.1994, -0.2068, -0.2852, 0.1106, 0.0734, 0.1258, 0.1195, 0.1241, 0.1289, 0.1129, 0.0605, -0.0198, -0.0878, -0.0276, -0.4675, -0.2350, -0.0917, -0.0231, -0.0191, 0.0898, 0.1012, 0.0743, 0.0882, 0.0990, 0.0976, 0.0660, 0.1048, 0.0986, 0.0547, 0.1027, 0.1043]
}

***

Entry 3:
{
  "formula": "C15H20N2O3",
  "method": "ωB97M-V with the def2-TZVPD basis set",
  "total_charge": 0,
  "orbital_gap_ev": 8.936,
  "total_energy_ha": -918.35711,
  "homo_ev": -8.2,
  "relative_energy_ev": 14.107,
  "max_force_ha_per_bohr": 0.3436,
  "species": ["C", "H", "H", "H", "O", "C", "O", "C", "N", "C", "O", "N", "H", "C", "C", "C", "C", "C", "C", "C", "C", "C", "C", "H", "H", "H", "H", "H", "H", "H", "H", "H", "H", "H", "H", "C", "H", "H", "H", "H"],
  "positions_angstrom": [[-0.768, 5.579, 3.043], [-1.742, 6.154, 2.600], [-0.207, 6.384, 3.470], [-1.187, 4.954, 3.803], [-0.250, 4.840, 1.818], [-0.779, 3.781, 1.347], [-1.808, 3.529, 1.582], [-0.164, 3.021, 0.344], [-0.850, 1.805, -0.063], [-0.227, 0.680, 0.228], [0.902, 0.360, 0.743], [-1.235, -0.527, 0.131], [-2.068, -0.065, -0.490], [-0.759, -1.807, 0.157], [-0.044, -2.181, -1.200], [0.543, -1.353, -2.175], [1.284, -1.648, -3.327], [1.749, -3.060, -3.274], [1.206, -3.869, -2.111], [0.624, -3.532, -1.097], [0.037, -4.423, -0.085], [0.543, -3.836, 1.405], [0.005, -2.265, 1.453], [1.022, -1.649, 1.496], [-0.933, -2.091, 2.261], [-0.138, -4.181, 2.146], [1.527, -3.687, 1.346], [0.546, -5.366, 0.058], [-0.833, -4.630, -0.132], [1.745, -4.892, -2.235], [2.188, -3.424, -3.975], [1.346, -1.089, -4.088], [0.059, -0.268, -2.095], [-1.691, -2.321, -0.113], [-1.738, 1.965, -0.061], [0.185, 3.944, -0.612], [0.601, 4.872, -0.531], [1.046, 3.453, -1.454], [-0.717, 4.264, -1.226], [0.977, 2.579, 0.914]],
  "lowdin_charge": [0.0387, 0.1388, 0.0687, 0.0720, 0.0068, -0.7354, 0.2516, -0.3542, 0.1632, -0.3953, -0.0071, 0.0240, 0.1960, -0.3902, -0.0449, -0.0610, -0.0096, 0.0562, -0.0839, -0.2583, -0.0738, -0.0640, -0.0948, 0.1306, 0.1620, 0.0814, 0.0493, 0.1128, 0.0045, 0.1445, -0.0257, 0.0166, 0.1290, 0.1507, 0.0709, -0.0797, 0.0474, 0.1781, 0.1240, 0.2599]
}

***

Entry 4:
{
  "formula": "C15H20N2O5S",
  "method": "ωB97M-V with the def2-TZVPD basis set",
  "total_charge": 0,
  "smiles": "CCN(CCO)C(=S)Nc1cc(C(=O)OC)ccc1C(=O)OC",
  "orbital_gap_ev": 7.688,
  "total_energy_ha": -1467.51814,
  "homo_ev": -8.0,
  "relative_energy_ev": 1.390,
  "max_force_ha_per_bohr": 0.0148,
  "species": ["C", "C", "N", "C", "C", "O", "C", "S", "N", "C", "C", "C", "C", "O", "O", "C", "C", "C", "C", "C", "O", "O", "C", "H", "H", "H", "H", "H", "H", "H", "H", "H", "H", "H", "H", "H", "H", "H", "H", "H", "H", "H", "H"],
  "positions_angstrom": [[0.046, 1.336, 3.762], [0.989, 0.150, 3.582], [0.954, -0.330, 2.211], [0.009, -1.387, 1.904], [0.726, -2.743, 1.772], [1.400, -3.112, 2.947], [1.887, 0.080, 1.328], [3.288, 0.844, 1.754], [1.694, -0.213, -0.014], [0.617, 0.120, -0.787], [-0.473, 0.820, -0.256], [-1.575, 1.132, -1.031], [-2.695, 1.847, -0.366], [-2.776, 2.011, 0.827], [-3.614, 2.284, -1.234], [-4.720, 2.976, -0.671], [-1.615, 0.769, -2.379], [-0.535, 0.116, -2.927], [0.586, -0.218, -2.161], [1.734, -0.887, -2.797], [2.775, -1.169, -2.236], [1.531, -1.160, -4.092], [2.609, -1.789, -4.768], [0.041, 1.646, 4.803], [0.380, 2.174, 3.155], [-0.969, 1.078, 3.469], [0.707, -0.669, 4.247], [2.013, 0.455, 3.813], [-0.544, -1.186, 0.984], [-0.705, -1.437, 2.727], [-0.017, -3.523, 1.594], [1.416, -2.712, 0.918], [2.140, -2.509, 3.087], [2.541, -0.419, -0.548], [-0.458, 1.158, 0.769], [-5.355, 3.262, -1.505], [-5.261, 2.326, 0.020], [-4.378, 3.858, -0.127], [-2.479, 1.011, -2.975], [-0.537, -0.151, -3.971], [2.836, -2.753, -4.307], [3.502, -1.162, -4.725], [2.284, -1.924, -5.796]],
  "lowdin_charge": [-0.0641, -0.2537, -0.1350, -0.1249, -0.2321, -0.0508, -0.8213, 0.6851, 0.0606, -0.1651, 0.0454, -0.1039, -0.4515, 0.1179, -0.0359, -0.0416, -0.0054, 0.0063, -0.0427, -0.4267, 0.1009, -0.0417, -0.0389, 0.0751, 0.0755, 0.0716, 0.1206, 0.0561, 0.1104, 0.1342, 0.1238, 0.1177, 0.0892, 0.1052, 0.1174, 0.0944, 0.0987, 0.0991, 0.1157, 0.1202, 0.0993, 0.1000, 0.0953]
}